Below is a molecular structure, CH4FPt, with properties calculated with ωB97M-V with the def2-TZVPD basis set.

The geometry in XYZ format:
```
7
CH4FPt | the OMol25 dataset | ωB97M-V with the def2-TZVPD basis set
F -0.9235 -0.9618 0.2978
Pt -0.7536 0.5331 1.1981
H -1.7537 -1.2512 1.0584
C 0.6523 0.3830 -0.4181
H 0.7943 1.4291 -0.7280
H 0.3709 -0.1228 -1.3493
H 1.6133 -0.0095 -0.0589
```

Summary:
2S+1: 3
HOMO-LUMO gap (alpha / beta): 0.2708 / 0.3096 hartree
net charge: +1
total energy: -259.084930 hartree



Below is a molecular structure, C35H38F6KN9O5S2Se, with properties calculated with ωB97M-V with the def2-TZVPD basis set.

The geometry in XYZ format:
```
97
C35H38F6KN9O5S2Se | the OMol25 dataset | ωB97M-V with the def2-TZVPD basis set
K 1.0576 -0.0289 -0.7454
O -0.4951 3.9063 -3.3962
C -0.1577 3.0765 -2.5089
N -0.3109 1.7756 -2.4938
C -0.9065 1.2821 -3.7122
C -1.2448 -0.1883 -3.6539
C -2.3626 -0.6752 -4.3320
C -2.6459 -2.0306 -4.3040
C -1.8142 -2.8749 -3.5880
C -0.7290 -2.3081 -2.9364
N -0.4395 -1.0092 -2.9725
C 0.5649 3.6539 -1.2930
C 0.9306 5.0013 -1.3209
C 1.6604 5.5269 -0.2749
C 1.9918 4.7057 0.7897
C 1.5633 3.3891 0.7571
N 0.8660 2.8724 -0.2555
H -1.8109 1.8426 -3.9862
H -0.2197 1.4290 -4.5628
H -3.0062 0.0141 -4.8649
H -3.5188 -2.4188 -4.8172
H -2.0008 -3.9372 -3.5000
H -0.0718 -2.9332 -2.3414
H 0.6536 5.5775 -2.1923
H 1.9777 6.5642 -0.2886
H 2.5727 5.0707 1.6281
H 1.7990 2.7042 1.5663
C 2.7162 -3.2465 -0.9838
N 1.5439 -3.1823 -0.1328
C 1.9337 -3.0728 1.2710
C 0.5740 -4.2068 -0.3575
C 0.8310 -5.3039 -1.1621
C -0.1217 -6.2972 -1.4076
C -1.3604 -6.1824 -0.7899
C -1.6440 -5.1015 0.0254
C -0.7173 -4.0446 0.2532
N -1.0135 -2.9121 0.9076
C -2.0198 -2.8983 1.8368
C -1.9869 -3.7545 2.9546
C -2.8943 -3.6643 3.9945
C -3.8989 -2.7092 3.9544
C -3.9866 -1.8734 2.8451
C -3.0839 -1.9530 1.7869
N -3.1900 -1.1072 0.6510
C -3.3198 -1.8140 -0.6106
C -4.1410 -0.0308 0.7505
H 3.3479 -4.1307 -0.7892
H 3.3377 -2.3656 -0.8124
H 2.4220 -3.2592 -2.0346
H 2.4775 -3.9747 1.6003
H 1.0404 -2.9419 1.8771
H 2.5851 -2.2089 1.4040
H 1.8024 -5.4134 -1.6271
H 0.1148 -7.1342 -2.0529
H -2.1236 -6.9373 -0.9550
H -2.6241 -5.0125 0.4782
H -1.1811 -4.4795 2.9907
H -2.8057 -4.3277 4.8491
H -4.6079 -2.6066 4.7676
H -4.7841 -1.1437 2.8173
H -4.3314 -2.2440 -0.7387
H -2.5905 -2.6167 -0.6626
H -3.1319 -1.1272 -1.4400
H -5.1917 -0.3754 0.7986
H -4.0507 0.5944 -0.1391
H -3.9239 0.5749 1.6329
F 4.5103 2.6497 2.2291
C 5.1550 1.4812 2.1999
F 6.4556 1.7318 2.0412
F 4.9918 0.8924 3.3883
S 4.5055 0.3703 0.8862
O 3.1088 0.2180 1.2230
O 5.3278 -0.8062 0.9401
N 4.7893 1.3310 -0.3204
S 4.6392 0.9243 -1.8320
O 5.8050 0.3108 -2.4022
O 3.3543 0.3626 -2.1742
C 4.6262 2.6267 -2.5271
F 4.4483 2.5480 -3.8481
F 3.6533 3.3649 -2.0125
F 5.7883 3.2481 -2.3037
C -2.2210 2.9023 0.4200
N -1.5472 3.7203 1.4094
C -1.3727 5.0837 1.3293
C -0.6626 5.4592 2.4097
N -0.3982 4.3159 3.1365
C 0.3966 4.2317 4.3382
C -0.9602 3.2338 2.5381
Se -0.9895 1.5185 3.1773
H -2.0921 3.3566 -0.5614
H -3.2782 2.8042 0.6615
H -1.7498 1.9282 0.4084
H -1.7046 5.6478 0.4765
H -0.2772 6.4218 2.6943
H 0.6760 5.2403 4.6379
H 1.2915 3.6353 4.1566
H -0.1742 3.7443 5.1283
```

Summary:
2S+1: 1
HOMO-LUMO gap: 0.1860 hartree
net charge: -2
energy relative to the best compared isomer or geometry (same formula, charge and spin): 24.19 kJ/mol
total energy: -6622.608582 hartree



Below is a molecular structure, C11H8MoNO7S3, with properties calculated with ωB97M-V with the def2-TZVPD basis set.

The geometry in XYZ format:
```
31
C11H8MoNO7S3 | the OMol25 dataset | ωB97M-V with the def2-TZVPD basis set
Mo 0.3075 0.5096 0.0538
O 2.1487 0.8068 -0.4291
N 2.8051 1.9790 -0.2137
C 4.1218 1.9939 -0.5054
C 4.8204 3.1540 -0.3261
C 4.1458 4.2833 0.1482
C 2.8012 4.2251 0.4325
C 2.1035 3.0302 0.2456
S 0.4089 2.8201 0.5293
H 4.5244 1.0610 -0.8697
H 5.8745 3.1765 -0.5569
H 4.6835 5.2103 0.2924
H 2.2579 5.0836 0.7993
O -0.9436 -0.5728 -2.3642
S -2.0844 -0.2781 -1.5483
O -3.2697 0.2464 -2.1179
O -1.5484 0.7238 -0.4392
C -2.5490 -1.6799 -0.5154
C -3.8385 -2.1205 -0.7391
C -4.3729 -3.1866 -0.0170
C -3.6246 -3.8143 0.9537
C -2.3240 -3.3878 1.2004
C -1.7808 -2.3380 0.4807
S -0.0921 -2.0102 0.8758
O 0.4629 -3.0382 1.6633
O -0.0470 -0.6105 1.5995
O 0.5793 -1.6140 -0.3873
H -4.4365 -1.6175 -1.4852
H -5.3828 -3.5130 -0.2236
H -4.0352 -4.6387 1.5193
H -1.7159 -3.8834 1.9442
```

Summary:
2S+1: 3
HOMO-LUMO gap (alpha / beta): 0.2771 / 0.2988 hartree
net charge: +1
energy relative to the best compared isomer or geometry (same formula, charge and spin): 0.00 kJ/mol
total energy: -2267.927403 hartree



Below is a molecular structure, C26H19CuN7O3Se, with properties calculated with ωB97M-V with the def2-TZVPD basis set.

The geometry in XYZ format:
```
57
C26H19CuN7O3Se | the OMol25 dataset | ωB97M-V with the def2-TZVPD basis set
Cu -0.8345 0.4809 -0.2881
Se -7.7620 1.1609 2.6485
N -6.3071 2.4294 2.5517
C -5.3178 1.8145 1.9143
C -3.9743 2.3523 1.5133
C -3.5319 3.6430 1.8758
C -2.2933 4.0150 1.3628
C -1.4583 3.1018 0.7872
N -1.8679 1.8679 0.4981
C -3.1579 1.5200 0.7753
C -3.4925 0.1659 0.3350
N -2.6003 -0.4831 -0.4399
C -2.9123 -1.6812 -0.9386
C -4.1723 -2.2725 -0.7349
C -5.0410 -1.6516 0.1109
C -4.7238 -0.4007 0.6756
C -5.6199 0.4199 1.4595
N -6.8620 0.0202 1.6508
H -4.1237 4.2547 2.4657
H -1.9076 4.9587 1.5553
H -0.4478 3.3947 0.4556
H -2.2234 -2.2053 -1.5781
H -4.3707 -3.1473 -1.2774
H -6.0118 -2.1052 0.2947
N -0.2045 1.4253 -4.8159
C -0.0388 0.4657 -3.8290
O -0.1675 0.6571 -2.6159
C 0.1465 -0.9151 -4.3266
C 0.8293 -1.1396 -5.5240
N 1.4371 -1.2438 -6.5308
C 0.0046 -1.9477 -3.4185
N -0.0319 -2.8367 -2.6443
H -0.0654 2.3644 -4.4595
H 0.2289 1.2620 -5.7256
C 6.8522 -1.5860 2.0316
C 5.4422 -1.3122 1.6089
C 4.9978 -0.0088 1.4627
C 3.6836 0.4238 1.1560
C 3.4244 1.8902 1.3253
C 2.8199 -0.5959 0.7327
C 3.2673 -1.9457 0.7161
C 2.3445 -3.1235 0.3750
C 4.5309 -2.3112 1.2474
C 1.4236 -0.2142 0.3634
O 1.0812 0.9776 0.0587
O 0.5033 -1.0982 0.3380
H 6.9244 -1.4551 3.1290
H 7.4916 -0.8551 1.5989
H 7.2462 -2.5271 1.6708
H 5.6940 0.8302 1.8155
H 4.3160 2.5792 1.1577
H 3.2398 2.0130 2.3902
H 2.5405 2.2548 0.7603
H 1.8099 -3.0373 -0.6144
H 1.5765 -3.2155 1.1334
H 2.9703 -4.0410 0.3386
H 4.6956 -3.3862 1.4211
```

Summary:
2S+1: 1
HOMO-LUMO gap: 0.1760 hartree
net charge: -1
total energy: -5653.200039 hartree



Below is 2 unconnected molecules or ions with the total composition C5H14, with properties calculated with ωB97M-V with the def2-TZVPD basis set.

The geometry in XYZ format:
```
19
C5H14 | the OMol25 dataset | ωB97M-V with the def2-TZVPD basis set
C -0.2671 -0.3061 -3.1094
C 1.1538 -0.4259 -2.5281
H -0.2422 0.3352 -3.9423
H -0.6222 -1.2776 -3.5104
H -1.0564 -0.1357 -2.2982
H 1.7379 -0.8418 -3.4536
H 1.0322 -1.2692 -1.8981
H 1.6342 0.4649 -2.0859
C -0.1591 -0.1802 1.8529
C 0.5196 0.5035 2.9795
C -1.2609 0.4842 1.0689
H 0.6789 -0.5054 0.9542
H -0.5888 -1.0247 2.1986
H 1.6060 0.1396 2.9002
H -0.8477 0.9862 0.2218
H -1.9557 -0.3559 0.7475
H 0.1915 0.2127 3.9503
H 0.3640 1.4855 3.0359
H -1.8497 1.3331 1.5978
```

Summary:
2S+1: 2
HOMO-LUMO gap (alpha / beta): 0.4043 / 0.1229 hartree
net charge: +1
energy relative to the best compared isomer or geometry (same formula, charge and spin): 182.67 kJ/mol
total energy: -198.417390 hartree



Respective F_max values: 13.523; 0.379; 0.343; 3.316; 4.558 eV/Å.